Record 1
Below is a 13-piece molecular cluster, C23H62BN8O20 overall in a non-equilibrium geometry, with properties calculated with the ωB97M-V functional and the def2-TZVPD basis.

```
114
Properties=species:S:1:pos:R:3:forces:R:3:mulliken_charge:R:1
O 0.7553 -3.2313 1.2698 -0.310 0.051 -0.048 -0.614
C 0.4678 -2.0867 1.0921 0.476 -0.519 -0.140 0.375
O -0.2701 -1.5791 0.1096 0.056 0.227 0.108 -0.573
B -0.1362 -0.1225 0.1348 -0.173 0.017 -0.137 1.662
O 0.7035 0.2013 1.2984 -0.265 -0.095 0.113 -0.702
C 1.0547 -0.9188 1.8997 0.349 0.423 -0.181 0.789
O 1.7966 -1.0058 2.8409 -0.123 0.194 -0.007 -0.701
O -1.4512 0.5477 0.1606 -0.349 0.303 0.533 -0.404
C -1.5175 1.5077 -0.7209 0.543 -0.286 -0.410 0.300
O -2.4041 2.3076 -0.8665 -0.193 0.061 -0.055 -0.744
C -0.2408 1.3580 -1.6217 -0.544 -0.295 -0.030 0.544
O 0.4748 0.4034 -1.1002 0.562 -0.029 -0.129 -0.598
O -0.0241 1.9179 -2.6660 -0.030 0.390 0.276 -0.583
O -3.4379 3.8477 -3.1256 0.137 0.141 0.173 -0.825
H -2.9890 4.6874 -3.2670 0.106 -0.078 -0.149 0.378
H -2.9808 3.4614 -2.3590 0.039 -0.069 0.156 0.382
O 2.6723 -3.1288 4.4908 0.074 0.198 0.138 -0.661
H 3.0604 -2.7537 5.2963 0.069 -0.115 -0.130 0.420
H 2.7006 -2.4041 3.8506 -0.198 -0.306 0.022 0.319
O -5.1419 2.6991 0.7831 -0.007 -0.286 -0.078 -0.707
H -5.8145 2.7785 0.0977 -0.038 0.034 0.022 0.312
H -4.4914 2.0823 0.4188 0.065 0.042 0.001 0.333
C 0.8982 0.9735 5.8926 -1.814 1.320 0.229 0.648
O 0.3776 1.6793 6.7552 0.549 -0.316 -0.078 -0.711
N 2.0060 1.3704 5.1915 -0.253 -1.041 0.449 -0.233
N 0.2967 -0.1596 5.4220 1.446 0.172 -0.342 -0.206
H 2.3624 2.2836 5.3881 0.228 -0.046 -0.143 0.177
H 2.3201 0.7458 4.4686 0.377 0.558 -0.307 0.115
H 0.9029 -0.7104 4.8365 -0.698 -0.663 -0.110 0.162
H -0.5884 -0.4720 5.7638 0.111 -0.080 0.266 0.171
C -1.1169 -2.9430 -4.0824 0.339 0.110 -0.191 0.579
O -1.1056 -4.0558 -3.5908 -0.336 -0.010 0.070 -0.654
N -1.4269 -2.7210 -5.4027 0.029 -0.095 0.351 -0.323
N -0.7679 -1.8119 -3.3876 0.065 0.214 0.006 -0.062
H -1.2172 -1.8512 -5.8530 -0.253 0.023 -0.147 0.099
H -1.6634 -3.5289 -5.9461 0.114 0.034 -0.103 0.225
H -0.8735 -0.8987 -3.8041 -0.239 -0.166 0.115 0.191
H -0.7715 -1.8611 -2.3826 0.142 -0.210 -0.006 -0.028
C -2.8632 0.8603 -5.4150 0.766 -0.717 0.466 0.444
O -3.1285 0.2781 -6.4554 -0.138 0.158 0.093 -0.685
N -3.7998 1.3174 -4.5155 0.061 -0.491 -1.018 -0.323
N -1.5717 0.9804 -4.9575 -0.699 0.160 -0.063 -0.131
H -3.5614 2.1345 -3.9627 -0.506 0.012 -0.286 0.277
H -4.6913 1.2272 -4.9827 -0.247 0.569 0.572 0.234
H -0.8455 0.5413 -5.4897 0.229 0.422 -0.054 0.285
H -1.4090 1.5195 -4.1230 0.587 -0.127 -0.107 -0.076
C -5.3088 6.2288 -0.1490 0.280 0.388 0.891 0.522
O -5.5810 6.2471 1.0399 0.098 -0.084 -0.176 -0.625
N -4.6394 5.2160 -0.7694 -0.161 0.224 -0.455 -0.247
N -5.5638 7.3286 -0.9440 0.102 -0.627 -0.162 -0.381
H -4.6495 5.1810 -1.7719 0.193 -0.252 -0.022 0.215
H -4.3597 4.3859 -0.2681 -0.369 0.122 0.231 0.235
H -5.8744 8.1574 -0.4774 -0.250 0.008 -0.147 0.214
H -5.5217 7.2452 -1.9414 -0.010 0.393 -0.025 0.163
C -3.9865 0.0020 2.3346 0.331 -1.579 0.001 -1.207
C -5.3263 -0.6294 2.6770 -0.604 0.732 -0.012 0.404
C -5.8046 -0.2298 4.0621 -0.139 -0.029 0.410 -1.323
O -6.3166 -0.2429 1.7087 0.087 -0.051 -0.013 -0.574
H -3.7630 -0.2652 1.2996 -0.041 0.581 -0.141 0.217
H -3.2092 -0.5476 2.8780 0.032 0.359 0.261 0.503
H -3.9225 1.0617 2.5628 -0.065 0.086 -0.156 0.334
H -5.2856 -1.7164 2.6004 0.191 -0.003 -0.027 0.327
H -5.0574 -0.4591 4.8261 0.030 0.032 -0.038 0.334
H -6.7317 -0.7304 4.3482 0.047 -0.149 -0.176 0.333
H -6.0248 0.8400 4.1066 0.212 0.042 -0.099 0.310
H -6.2057 0.7049 1.5599 -0.021 0.039 0.035 0.337
C 6.0599 -0.7055 7.5620 -0.258 0.256 0.405 -1.538
C 4.8453 -0.7501 6.6558 -0.041 -0.369 -0.754 0.862
C 5.2410 -0.4666 5.2127 -0.415 0.360 -0.545 -1.052
O 4.1930 -2.0342 6.6589 0.160 0.010 0.359 -0.543
H 5.8713 -1.1872 8.5255 0.000 -0.234 -0.134 0.464
H 6.2962 0.3246 7.8354 0.101 0.051 -0.285 0.380
H 6.9179 -1.1472 7.0568 0.073 -0.111 0.168 0.364
H 4.0737 -0.0382 6.9537 0.133 0.116 0.160 0.095
H 5.9231 -1.2021 4.7830 0.237 -0.020 0.409 0.352
H 5.6549 0.5388 5.0975 0.146 -0.073 0.104 0.368
H 4.3755 -0.5073 4.5454 -0.149 0.032 0.224 -0.006
H 4.6782 -2.6538 7.2104 0.024 0.035 -0.011 0.250
C 4.8296 -0.2498 -1.7260 -0.558 0.896 -0.459 -1.097
C 4.3420 -1.5409 -2.3612 0.603 -0.960 0.770 0.451
C 2.9322 -1.9486 -2.0025 -1.025 1.131 -0.383 -0.269
O 4.5322 -1.5484 -3.7706 -0.126 0.200 -0.037 -0.573
H 4.1860 0.5987 -1.9980 -0.027 -0.142 -0.208 0.085
H 5.8150 -0.0159 -2.1283 0.107 -0.057 0.220 0.358
H 4.8312 -0.2278 -0.6357 0.184 -0.473 0.014 0.339
H 5.0122 -2.3293 -1.9961 0.009 -0.006 -0.147 0.287
H 2.6860 -1.8101 -0.9475 0.336 -0.410 0.116 0.030
H 2.6291 -2.9236 -2.3766 0.310 -0.203 0.226 0.198
H 2.2356 -1.2437 -2.4853 0.106 -0.012 -0.068 -0.110
H 3.8139 -1.0317 -4.1544 0.053 0.048 -0.043 0.356
C 0.8817 -5.6621 -1.4856 0.551 -0.399 -0.016 -0.873
C 0.5885 -6.2699 -0.1059 -1.499 0.917 -1.009 0.893
C -0.0422 -7.6466 -0.1518 1.276 -0.355 0.580 -1.496
O 1.7302 -6.1103 0.7113 -0.373 -0.159 0.041 -0.605
H 0.1426 -5.8929 -2.2507 -0.216 0.235 0.157 0.365
H 1.8495 -6.0099 -1.8650 -0.033 -0.213 0.139 0.336
H 0.9917 -4.5823 -1.3718 -0.253 0.054 -0.153 -0.029
H -0.2390 -5.6533 0.2878 0.312 0.118 0.242 0.063
H -1.0084 -7.5750 -0.6429 0.072 -0.136 -0.205 0.339
H -0.1894 -8.0097 0.8685 -0.123 0.052 -0.001 0.398
H 0.6333 -8.3644 -0.6294 -0.282 -0.050 -0.245 0.342
H 1.7336 -5.1456 0.7723 0.553 -0.052 0.543 0.335
C 1.4164 3.4506 -5.5096 0.040 0.415 0.008 -0.951
C 2.4967 3.8199 -4.4988 -0.268 -0.942 0.568 0.487
C 2.0678 4.9734 -3.6173 -0.222 1.493 0.241 -1.130
O 2.8145 2.6883 -3.6622 0.081 0.452 -0.255 -0.520
H 0.4936 3.1206 -5.0323 0.032 0.072 0.189 -0.029
H 1.7379 2.6552 -6.1800 0.127 0.064 -0.037 0.313
H 1.1999 4.3633 -6.0730 -0.120 -0.233 -0.268 0.417
H 3.4191 4.0417 -5.0360 0.017 0.156 0.048 0.282
H 1.4227 4.7150 -2.7719 -0.031 -0.558 -0.207 0.221
H 1.4930 5.7361 -4.1579 0.058 -0.215 -0.229 0.341
H 2.8773 5.5509 -3.1618 0.302 -0.395 -0.121 0.313
H 2.0974 2.6620 -3.0180 -0.031 -0.409 -0.006 0.173
```
Positions in Å, forces in eV/Å.

Results
net charge: -1
HOMO level: -7.4 eV
frontier orbital gap: 0.3320 Eh
lowest unoccupied orbital energy: 1.65 eV

Record 2
Below is a 9-piece molecular cluster, C23H62N12O9 overall in a non-equilibrium geometry, with properties calculated with the ωB97M-V functional and the def2-TZVPD basis.

```
106
Properties=species:S:1:pos:R:3:forces:R:3:mulliken_spin:R:1
C -0.1091 3.2203 2.3355 -2.315 4.812 1.690 0.000
O 0.1612 3.9852 3.2367 1.075 0.634 1.007 0.000
N -1.0421 3.4776 1.4445 -2.554 0.759 -2.801 0.000
N 0.3419 2.0613 2.1451 3.946 -5.595 0.508 0.000
H -1.2831 2.6463 0.9239 -0.748 0.792 -0.503 0.000
H -1.6477 4.2855 1.4692 0.298 -0.314 0.181 0.000
H 1.0385 1.8273 2.8380 -0.082 -0.793 -0.387 0.000
H 0.0205 1.4867 1.3792 0.484 -0.275 0.273 0.000
C -2.1966 -1.9582 -1.2331 2.116 1.103 -0.117 0.000
O -1.2977 -1.7376 -0.4425 1.221 -0.255 2.887 -0.001
N -2.1111 -1.3798 -2.3959 -0.217 1.467 -3.515 0.000
N -3.2132 -2.7358 -1.1553 -2.828 -2.540 1.857 0.000
H -2.5421 -1.9787 -3.0855 0.470 0.778 -0.895 0.000
H -1.2263 -0.9305 -2.5840 -0.176 -0.134 -0.562 0.000
H -3.9925 -2.5274 -1.7630 -0.101 -0.404 0.411 0.000
H -3.3484 -3.2080 -0.2728 -0.486 -0.024 -0.160 0.000
C 2.4096 2.7885 -1.9537 -0.550 0.418 -2.117 0.000
O 1.7577 2.7311 -3.0099 0.046 -0.577 0.881 0.000
N 3.5403 3.4584 -1.8800 3.362 2.078 -0.274 0.000
N 2.1312 2.2095 -0.8081 -1.451 -1.195 0.718 -0.001
H 4.1499 3.5775 -2.6765 -0.610 0.358 -0.004 0.000
H 3.8766 3.8332 -1.0045 0.048 -0.268 -0.235 0.000
H 2.6312 2.5147 0.0146 -0.629 -0.516 0.082 0.000
H 1.2697 1.6848 -0.8595 -0.279 0.030 1.253 0.000
C 0.4000 0.0522 -4.8458 0.569 0.235 -2.349 0.000
O 0.1543 -0.8528 -5.6236 -0.469 -1.291 0.116 0.000
N -0.5361 0.8244 -4.3315 -3.635 0.143 1.019 0.000
N 1.6072 0.5542 -4.6920 2.255 -0.587 0.570 0.000
H -0.5160 1.5958 -3.6799 0.647 -0.067 -0.298 0.000
H -1.4111 0.6066 -4.7866 -0.215 0.257 0.404 0.000
H 2.2413 0.1853 -5.3861 0.327 0.541 0.374 0.000
H 1.6264 1.4466 -4.2193 0.988 0.227 -0.221 0.000
C 0.0681 -3.5851 2.6428 -2.175 -1.958 1.296 0.000
O 0.0292 -4.3193 3.6084 0.896 0.103 1.176 0.000
N -0.8081 -2.6275 2.4098 -1.912 2.931 0.409 0.000
N 0.7395 -3.8591 1.5533 3.296 -0.830 -3.364 0.000
H -0.8821 -2.1784 1.5082 -0.122 0.006 0.154 0.000
H -1.4300 -2.3287 3.1474 0.177 -0.207 -0.138 0.000
H 0.6050 -3.3210 0.7092 -0.028 -0.254 0.218 0.000
H 1.4204 -4.6047 1.5280 -0.398 0.118 0.212 0.000
C 2.4581 -1.3326 -0.3788 -0.144 0.077 0.116 0.051
C 3.7974 -1.7680 -1.0386 -1.615 -0.033 0.549 0.015
C 4.1264 -0.8393 -2.1600 1.203 1.096 -0.883 0.028
C 5.6249 -0.8940 -2.5268 0.033 0.688 0.425 -0.008
C 6.5048 -0.6141 -1.2931 -1.273 0.102 -1.686 0.018
C 6.2705 -1.5796 -0.1934 1.670 1.904 2.042 -0.010
N 4.8456 -1.7999 0.0669 0.834 -1.644 -1.374 0.693
O 4.6400 -2.6559 1.1045 -0.873 1.555 -0.090 0.023
C 7.0025 -2.9217 -0.3940 -0.948 -0.337 0.123 0.061
C 6.8211 -0.6988 1.0630 -1.066 -1.798 0.706 0.075
C 3.6565 -3.1714 -1.6718 -0.118 -0.949 0.876 0.076
H 2.5223 -0.3202 0.0199 0.351 -0.036 0.118 -0.023
H 2.0741 -1.9824 0.4076 0.476 -0.121 0.028 -0.017
H 1.6484 -1.2500 -1.1038 0.254 -0.241 -0.434 0.000
H 3.5492 -1.1450 -3.0327 -0.094 -0.218 0.082 0.000
H 3.7631 0.1771 -2.0080 0.300 0.162 0.474 -0.008
H 5.8873 -0.0910 -3.2156 -0.295 -0.343 -0.462 0.000
H 5.8247 -1.8716 -2.9657 0.324 0.120 -0.156 0.001
H 6.2356 0.3687 -0.9063 0.104 0.225 -0.286 -0.004
H 7.5673 -0.6173 -1.5364 -0.076 0.034 0.019 -0.002
H 8.0544 -2.8920 -0.6778 -0.065 0.685 0.328 0.002
H 6.8949 -3.5235 0.5084 0.256 -0.160 -0.112 -0.002
H 6.5130 -3.4163 -1.2329 -0.052 -0.292 0.038 -0.002
H 7.6482 -0.0353 0.8104 0.077 -0.570 -0.112 0.002
H 6.0428 -0.0895 1.5225 -0.314 0.246 -0.572 0.000
H 6.9954 -1.4068 1.8732 0.793 0.095 0.016 -0.002
H 3.4872 -3.8702 -0.8526 -0.255 -0.365 -0.214 0.000
H 4.4422 -3.5853 -2.3038 0.545 0.544 0.304 -0.002
H 2.8020 -3.1924 -2.3483 -0.296 0.315 0.409 0.005
H 4.8630 -3.5512 0.8393 0.256 -0.628 -0.309 0.034
C -5.9376 0.4260 -0.2693 -0.111 -1.645 -0.335 0.000
C -5.1515 1.1190 0.8108 -1.599 -0.007 -0.858 0.000
C -6.0068 2.4205 1.1028 1.894 -0.125 0.422 0.000
C -5.4553 3.1027 2.3416 -2.070 -0.682 1.247 0.000
C -5.6575 2.0732 3.5344 1.191 0.423 -1.277 0.000
C -4.7877 0.8063 3.2987 1.703 -0.708 2.290 0.000
N -5.0281 0.2180 1.9689 -2.708 0.354 2.203 0.000
O -4.4443 -1.1048 1.8307 -0.187 2.445 -0.714 0.000
C -3.2781 1.0866 3.5905 0.293 0.559 -0.207 0.000
C -5.1138 -0.1952 4.4740 -1.403 -0.903 -1.673 0.000
C -3.7952 1.3969 0.2951 1.741 1.234 0.787 0.000
H -5.7547 0.7633 -1.2895 0.122 0.388 0.113 0.000
H -7.0132 0.4166 -0.0932 0.076 -0.013 0.096 0.000
H -5.5764 -0.6006 -0.2080 -0.305 -0.366 -0.427 0.000
H -5.9276 3.1350 0.2835 0.353 -0.339 -0.526 0.000
H -7.0774 2.2204 1.1463 0.146 -0.377 0.515 0.000
H -6.0772 3.9798 2.5207 -0.022 0.134 0.261 0.000
H -4.4485 3.5043 2.2269 0.189 -0.492 0.065 0.000
H -6.6787 1.7110 3.6525 -0.251 0.330 -0.499 0.000
H -5.4268 2.5700 4.4767 0.423 -0.310 0.088 0.000
H -2.5890 0.3006 3.2813 -0.220 -0.291 -0.609 0.000
H -2.9245 2.0235 3.1601 0.118 0.072 0.017 0.000
H -3.0439 1.1017 4.6549 -0.460 0.402 0.152 0.000
H -5.0883 0.2048 5.4877 0.163 0.304 -0.321 0.000
H -6.1057 -0.5923 4.2585 -0.562 0.311 0.323 0.000
H -4.5783 -1.1432 4.4213 0.786 0.363 0.030 0.000
H -3.7385 2.1773 -0.4637 -0.038 -0.425 -0.397 0.000
H -3.2280 0.4935 0.0706 -0.232 -0.136 -0.811 0.000
H -3.2003 1.7791 1.1247 0.023 0.340 0.078 0.000
H -3.5995 -0.7807 1.5100 0.982 -0.956 -0.070 0.000
O -0.5147 0.8807 -0.4012 0.737 0.337 0.378 -0.001
H -0.7755 -0.0392 -0.4453 -0.181 -1.047 0.222 0.000
H -0.8147 1.2553 -1.2294 -0.410 0.680 -0.313 0.000
O -1.7933 2.2222 -2.3696 -0.089 0.209 -0.037 0.000
H -2.4289 1.6221 -2.7597 -0.359 -0.335 -0.027 0.000
H -2.1295 3.0946 -2.5748 0.035 0.453 0.094 0.000
```
Positions in Å, forces in eV/Å.

Results
net charge: +1
multiplicity: 2
HOMO level (spin up / spin down): -10.0 / -10.0 eV
frontier orbital gap (spin up / spin down): 0.2751 / 0.1191 Eh
lowest unoccupied orbital energy (spin up / spin down): -2.55 / -6.80 eV

E, respectively: -2881.77478; -2247.49973 Ha.